1.
Below is an isolated ion of composition C21H18N3 and charge +1 in a non-equilibrium geometry, with properties calculated with the ωB97M-V functional and the def2-TZVPD basis.

* Kohn-Sham gap: 4.72 eV
* SMILES: Cn1cc([C@H](c2ccccc2)[C@@H]2C=CC=C2[N+]#N)c2ccccc21
* energy: -974.97318 Eh
* largest force on an atom: 6.46 eV/Å
* charge: +1

XYZ file:
```
42
Properties=species:S:1:pos:R:3:forces:R:3:mulliken_charge:R:1
H 1.934 -1.103 4.536 -0.10 0.35 -0.20 0.4286
C 1.570 0.960 3.949 -0.09 0.09 0.11 -0.4585
N -2.211 -0.666 -1.985 -0.15 0.05 0.37 0.1884
C 3.872 -0.671 -1.988 0.25 -0.17 0.93 -0.4949
C -2.714 0.013 -0.880 0.78 -0.86 -0.08 -0.0284
C -0.539 -0.611 -0.464 -0.88 -0.19 -0.94 -0.2322
C 1.842 0.045 -0.950 0.82 0.25 -0.67 0.1436
C -0.941 -1.084 -1.714 0.06 0.86 1.11 -1.7342
C 0.886 -0.655 -0.007 -0.67 -1.12 1.43 0.9202
N 3.994 -0.172 0.407 4.34 0.61 3.28 0.7347
H 1.810 1.379 4.928 -0.14 -0.20 -0.28 0.4317
C -1.716 -0.011 0.147 -0.32 0.13 -1.03 1.0988
H 1.762 1.132 -0.748 0.09 -0.24 -0.26 0.6150
C 2.873 -0.580 -3.008 -1.04 0.21 0.25 -1.0965
N 4.751 -0.007 1.262 -4.53 -0.95 -4.50 -0.4199
H 0.568 1.953 0.838 0.12 -0.23 0.32 0.2466
C 1.408 -0.936 2.457 0.08 0.19 0.12 -0.1027
C 1.085 -0.077 1.408 -0.16 -0.31 -0.51 -0.1261
C -3.977 0.554 -0.728 -0.38 0.56 0.79 -1.0015
C -2.929 -0.947 -3.206 -0.11 -0.28 -0.26 -0.9576
H 1.033 2.890 3.092 0.09 -0.50 0.03 0.4086
H -5.239 1.623 0.661 0.25 -0.23 0.03 0.3898
C 1.683 -0.168 -2.435 1.29 0.02 -0.24 -0.6906
C -4.279 1.126 0.519 0.18 -0.31 -0.75 -0.6565
C 0.907 1.290 1.642 0.43 0.19 0.54 0.1489
C 1.656 -0.417 3.732 0.08 -0.13 -0.20 -0.8577
H 0.746 0.058 -2.948 0.58 -0.12 0.18 0.8600
H -4.680 0.528 -1.561 0.01 0.14 0.40 0.2339
H -1.408 0.349 2.252 -0.35 0.21 -0.21 0.4530
H 1.144 -1.732 0.027 0.28 0.41 0.06 0.5679
H 3.061 -0.814 -4.057 -0.14 0.21 0.43 0.4705
H -0.372 -1.657 -2.438 -0.26 0.09 0.10 0.9252
H -3.251 -1.999 -3.243 0.00 0.32 0.02 0.3133
C -3.358 1.047 1.578 0.63 -0.26 -0.12 -0.8527
H -3.635 1.456 2.552 0.11 -0.20 -0.28 0.3990
H -2.276 -0.756 -4.068 -0.25 0.02 0.15 0.3246
C -2.092 0.460 1.408 -0.45 0.44 0.43 0.0046
H 1.462 -2.013 2.262 0.05 0.38 0.17 0.4198
H -3.811 -0.301 -3.268 0.31 -0.20 -0.08 0.2963
C 3.300 -0.379 -0.769 -0.55 0.94 0.15 0.0601
H 4.923 -0.921 -2.115 -0.21 0.02 -0.14 0.5223
C 1.158 1.814 2.923 -0.04 -0.18 -0.64 -0.8955
```
Forces are in eV/Å.

2.
Below is C21H18N3O9Pt as an isolated structure, with properties calculated with the ωB97M-V functional and the def2-TZVPD basis.

* Kohn-Sham gap (alpha / beta): 7.25 / 7.06 eV
* <S²>: 6.01
* energy: -1771.59969 Eh
* largest force on an atom: 0.45 eV/Å
* charge: -1
* 2S+1: 5

XYZ file:
```
52
Properties=species:S:1:pos:R:3:forces:R:3:lowdin_spin:R:1
C 0.606 -0.229 -2.828 -0.07 0.01 -0.02 1.0080
O 2.448 3.758 5.723 0.03 -0.01 0.02 0.0019
Pt 0.598 0.370 -0.823 0.06 -0.12 0.12 1.7747
H -0.215 -4.218 0.978 -0.01 0.00 0.00 0.0009
H -0.092 -0.438 -5.501 0.00 0.00 0.01 0.0025
C 1.668 3.189 3.636 -0.06 0.04 0.13 0.0065
H -3.520 -3.104 0.294 0.01 0.00 -0.01 0.0012
O 1.507 -2.795 -0.607 0.02 0.02 -0.02 0.0175
O 4.813 1.877 0.574 0.01 0.00 -0.07 0.0034
O 5.026 1.111 2.574 -0.01 -0.05 0.00 -0.0003
C 2.900 2.671 3.293 0.04 -0.03 -0.08 -0.0004
H -1.591 -2.795 2.344 0.00 -0.02 0.00 0.0012
C -0.463 -1.123 1.671 0.08 0.02 0.01 0.0196
H -2.030 -4.274 -1.315 0.00 0.01 0.01 -0.0002
N 4.391 1.663 1.688 -0.03 0.08 0.07 0.0004
O -0.996 -0.121 2.092 -0.02 0.00 -0.02 0.0026
C -1.464 -2.481 -2.329 0.01 0.00 -0.01 0.0229
C -2.154 -3.199 -1.368 -0.01 0.02 0.03 0.0023
C -0.691 -1.029 -4.806 0.00 -0.04 -0.01 0.0228
H 1.196 -3.801 1.943 -0.01 0.00 0.01 0.0006
H -0.708 1.603 -4.445 0.00 0.00 0.00 0.0032
C 0.324 -3.388 1.436 -0.01 0.00 0.00 0.0060
O 2.203 1.450 -0.038 0.18 0.09 -0.02 0.2038
C -1.604 -1.094 -2.434 0.01 -0.02 -0.04 0.0548
H -0.199 -2.421 3.351 0.01 0.00 0.00 0.0006
C -0.471 2.773 0.595 -0.21 -0.37 0.15 0.0157
H 1.414 -0.907 -3.093 -0.02 -0.01 -0.03 0.0817
N 1.491 3.764 4.966 0.01 0.00 -0.10 0.0009
H 3.727 2.674 3.986 0.00 0.00 0.01 0.0002
C -0.756 -0.309 -3.453 0.03 0.02 -0.01 0.1344
C -3.117 -1.168 -0.540 0.02 0.01 -0.02 0.0016
H -1.286 1.713 -2.786 0.03 -0.01 0.00 0.0025
C 3.051 2.151 2.031 0.07 -0.03 0.09 0.0125
H -2.346 1.054 -4.043 0.01 -0.01 0.00 0.0029
C 0.614 3.188 2.738 0.04 0.00 -0.03 -0.0004
O -1.280 3.642 0.852 0.04 0.15 -0.07 0.0222
H -0.232 -2.014 -4.726 0.01 0.02 -0.01 0.0008
O -0.666 1.933 -0.390 -0.04 0.24 -0.09 0.2396
H -0.334 3.634 3.000 0.00 0.00 0.01 0.0003
C 0.750 2.630 1.482 0.04 0.15 0.02 0.0093
N 0.323 -1.198 0.543 -0.06 -0.08 0.05 0.1782
C 0.806 -2.462 0.326 -0.03 -0.01 -0.02 0.0220
H -1.692 -1.149 -5.227 0.00 0.00 0.01 0.0040
O 0.402 4.224 5.252 -0.03 0.00 0.02 0.0015
C -1.313 1.102 -3.687 -0.06 0.01 -0.01 0.0348
C 1.991 2.053 1.088 -0.06 -0.03 -0.07 0.0173
H -3.731 -0.636 0.175 0.00 0.00 -0.01 -0.0004
H -2.548 0.625 -1.541 0.01 -0.01 0.02 0.0008
H -0.788 -3.007 -2.990 -0.01 0.00 0.02 0.0005
C -0.542 -2.499 2.320 -0.02 -0.02 -0.02 0.0080
C -2.987 -2.544 -0.466 0.03 -0.01 0.00 0.0196
C -2.437 -0.450 -1.519 -0.04 0.00 0.00 0.0332
```
Forces are in eV/Å.

3.
Below is a single C21H18N4O3S2 molecule in a non-equilibrium geometry, with properties calculated with the ωB97M-V functional and the def2-TZVPD basis.

* Kohn-Sham gap: 8.51 eV
* SMILES: CCc1nnc(NS(=O)(=O)c2ccc(NC(=O)c3cccc4ccccc34)cc2)s1
* energy: -2052.17673 Eh
* largest force on an atom: 1.81 eV/Å
* charge: 0

XYZ file:
```
48
Properties=species:S:1:pos:R:3:forces:R:3:mulliken_charge:R:1
H 1.087 7.831 -1.272 0.07 0.05 -0.06 0.3230
O 3.891 3.093 -2.162 -0.34 -0.17 0.05 -0.5930
C -2.534 -7.239 0.557 -0.30 0.00 -0.01 -0.5463
H 4.902 3.237 0.932 0.23 -0.13 -0.06 0.2874
S 1.731 4.269 -0.452 0.04 0.92 0.75 -0.0418
C -2.147 -4.463 0.569 -0.25 -0.04 -0.03 0.5379
N 3.288 5.156 1.381 1.47 -1.05 0.19 -0.5507
H -0.722 5.930 0.298 -0.04 0.07 0.09 0.2535
H 0.276 6.413 -1.942 0.00 0.01 -0.14 0.3407
C 2.765 1.134 -0.802 0.47 0.42 -0.23 0.0572
C 0.640 -0.579 -0.384 0.38 0.26 0.01 0.7421
O 5.375 1.546 -0.937 -0.03 -0.18 0.28 -0.7177
C -4.398 -2.789 0.383 -0.28 -0.25 -0.04 -0.8286
S 4.133 2.242 -1.039 0.23 0.26 0.63 1.3253
C 1.669 1.202 -1.641 -0.02 -0.03 -0.09 -0.5230
C 0.607 0.347 -1.432 0.05 -0.09 0.10 -0.6688
N 2.273 6.012 1.337 -0.83 1.10 0.30 -0.3387
C 2.819 0.223 0.236 -0.07 -0.05 -0.04 -1.0703
H -4.616 -6.816 0.389 -0.09 -0.05 -0.01 0.3771
C -3.456 -5.010 0.468 0.31 0.11 0.04 0.9520
H -1.206 -1.264 -0.889 0.13 -0.14 0.16 0.2582
N -0.460 -1.410 -0.221 -0.31 0.08 -0.27 -0.1731
C -1.051 -5.346 0.655 0.20 -0.25 0.02 -0.7588
C -4.566 -4.145 0.378 -0.05 0.29 0.00 -0.8598
C 3.181 4.195 0.528 -1.38 0.50 -0.59 0.4432
C -0.655 -2.422 0.693 -0.08 0.19 -0.17 0.5761
H -0.677 7.782 -1.355 -0.06 0.05 -0.09 0.3393
H 0.121 7.338 0.976 -0.01 -0.11 0.04 0.2677
C -1.242 -6.700 0.653 0.16 0.21 -0.02 -0.6837
H -5.251 -2.129 0.325 -0.08 0.02 0.00 0.4028
H -0.395 -7.365 0.726 0.09 -0.02 0.00 0.3967
C -3.113 -2.241 0.466 0.42 -0.11 0.04 -0.4028
H 3.697 0.191 0.861 0.07 -0.08 0.16 0.3827
C 0.216 7.188 -1.181 -0.11 0.00 0.17 -1.0941
N 4.055 3.168 0.389 0.60 -0.90 -0.66 -0.1924
C 0.165 6.560 0.213 -0.11 0.11 -0.24 -0.3720
C -3.616 -6.411 0.466 0.08 -0.20 0.00 -0.7898
H -2.664 -8.311 0.556 -0.05 -0.08 0.00 0.3921
C 1.373 5.741 0.473 -0.13 -0.74 -0.41 0.3622
H 1.786 -1.352 1.255 0.02 0.02 -0.01 0.5383
C 1.759 -0.636 0.451 0.10 -0.07 0.15 -0.4999
H -5.555 -4.576 0.312 -0.10 -0.03 -0.01 0.3930
C -2.001 -3.048 0.555 -0.44 0.10 0.09 0.4067
O 0.167 -2.754 1.517 0.10 -0.09 0.09 -0.6215
H -0.055 -4.940 0.739 0.06 0.00 0.02 0.4336
H -3.005 -1.165 0.496 0.05 0.07 0.00 0.5766
H -0.256 0.391 -2.081 -0.08 0.01 -0.08 0.3482
H 1.668 1.923 -2.442 -0.08 0.05 -0.12 0.6131
```
Forces are in eV/Å.

4.
Below is a single C21H18N4O6S2 molecule in a non-equilibrium geometry, with properties calculated with the ωB97M-V functional and the def2-TZVPD basis.

* Kohn-Sham gap: 7.91 eV
* SMILES: [H]/N=C1\C(=C\c2ccc(OC(=O)c3ccco3)cc2)C(=O)N=C2SN=C(S(=O)(=O)CC(C)C)N21
* energy: -2277.83085 Eh
* largest force on an atom: 1.15 eV/Å
* charge: 0

XYZ file:
```
51
Properties=species:S:1:pos:R:3:forces:R:3:mulliken_charge:R:1
O -5.234 -3.967 -2.750 0.22 -0.26 -0.09 -0.5766
H 4.818 5.106 4.451 0.07 -0.01 0.10 0.4465
C 3.030 0.940 0.097 -0.02 -0.20 -0.04 0.5866
C 4.217 4.820 3.591 -0.08 0.17 0.13 -1.3759
C 3.130 5.861 3.342 0.24 0.01 0.12 0.9514
C 0.635 -0.280 0.457 -0.53 -0.33 -0.19 0.4902
N 2.139 1.541 0.966 0.19 -0.38 -0.39 0.0129
H -0.506 0.842 2.583 0.03 -0.28 -0.17 0.2495
O 0.290 3.988 1.404 0.10 0.26 -0.27 -0.6819
C -2.573 -3.673 -1.899 0.19 0.40 0.36 0.5117
C -1.488 -3.976 -1.079 -0.32 -0.13 -0.24 -0.4444
C 2.342 5.522 2.088 -0.07 -0.63 0.25 -1.2848
H -6.665 -7.794 -5.376 -0.17 0.06 -0.01 0.4556
C 1.762 -0.964 -0.257 -0.08 0.07 0.08 0.4307
H -2.760 -0.360 -1.330 -0.07 0.09 0.01 0.4018
C 3.735 7.258 3.208 -0.24 -0.24 0.00 -1.5991
H 2.960 8.002 3.040 -0.05 0.15 -0.03 0.4036
H 2.437 5.847 4.188 0.04 0.04 -0.05 0.2288
H 1.563 6.254 1.883 -0.18 -0.09 -0.07 0.4935
O -3.098 -4.733 -2.609 0.29 -0.12 -0.05 -0.3033
C 2.562 2.765 1.388 0.32 1.01 -0.04 0.2397
N 3.685 3.162 0.920 -0.03 0.49 0.36 -0.3032
O -5.838 -6.274 -4.261 -0.29 0.57 0.26 -0.3221
C -4.390 -4.784 -3.009 -0.68 0.25 0.06 0.6892
H 2.985 5.411 1.219 0.02 0.11 -0.13 0.4967
C -4.604 -6.006 -3.786 0.97 -0.58 -0.11 -0.0618
C -4.493 -7.927 -4.900 -0.59 0.06 -0.12 -0.5700
H 3.766 3.853 3.795 0.13 -0.14 0.07 0.3392
H -4.149 -8.834 -5.351 0.00 -0.20 -0.12 0.4462
C -5.764 -7.424 -4.926 0.56 -0.71 -0.28 -0.3294
H -1.159 -5.001 -1.011 0.03 -0.12 0.02 0.4412
H 4.432 7.289 2.374 0.12 0.05 -0.11 0.3669
C -3.732 -7.005 -4.158 -0.44 0.75 0.34 -0.2335
C 0.954 0.875 1.310 -0.79 -0.31 0.77 0.2816
C -0.847 -2.982 -0.373 -0.16 0.11 0.04 -0.4843
H -3.877 -2.120 -2.612 0.00 -0.01 0.01 0.4273
C -2.403 -1.377 -1.259 0.32 -0.10 0.15 -0.7638
C -1.285 -1.658 -0.466 -0.26 -0.40 -0.24 0.2733
H 4.868 4.730 2.725 0.10 0.00 -0.06 0.2775
S 4.387 2.025 -0.080 -0.36 -0.26 0.09 -0.0509
H -0.024 -3.233 0.273 0.04 0.00 -0.02 0.4163
N 2.902 -0.200 -0.451 0.65 -0.07 -0.42 -0.6537
O 1.299 3.610 3.634 0.34 0.25 0.23 -0.5971
H -2.689 -7.055 -3.922 0.20 0.05 0.08 0.5564
O 1.707 -2.087 -0.694 -0.06 -0.05 0.05 -0.5401
C -3.032 -2.363 -1.990 -0.21 -0.15 -0.26 -0.6047
H -1.385 0.159 0.653 0.06 0.03 0.05 0.4770
S 1.447 3.946 2.254 -0.34 0.26 -0.20 1.1637
N 0.349 1.316 2.324 0.17 0.06 -0.13 -0.5743
C -0.674 -0.569 0.266 0.56 0.43 0.14 -0.6057
H 4.272 7.523 4.115 0.07 0.04 0.08 0.4062
```
Forces are in eV/Å.

5.
Below is C21H18N7O5OsS as an isolated structure in a non-equilibrium geometry, with properties calculated with the ωB97M-V functional and the def2-TZVPD basis.

* Kohn-Sham gap (alpha / beta): 7.01 / 5.25 eV
* <S²>: 6.03
* energy: -2059.02827 Eh
* largest force on an atom: 4.00 eV/Å
* charge: +1
* 2S+1: 5

XYZ file:
```
53
Properties=species:S:1:pos:R:3:forces:R:3:lowdin_spin:R:1
H -2.522 0.588 0.179 0.07 -0.03 -0.12 0.0048
H 3.704 -1.352 0.102 0.09 -0.17 -0.02 0.0003
C -0.559 4.260 -0.290 -0.10 -0.27 0.12 -0.0046
C 1.932 -0.467 4.326 0.15 -0.13 0.43 0.0152
H 0.806 -2.277 1.691 -0.06 -0.14 0.00 0.0017
H 5.439 0.581 -0.061 -0.10 -0.02 0.05 0.0002
H 3.298 -1.200 5.831 0.18 0.05 0.01 0.0021
H -2.927 -1.364 4.376 -0.03 -0.03 0.06 0.0000
H -1.797 2.503 -0.200 0.10 -0.07 -0.03 0.0014
Os 0.157 -0.041 -0.229 -0.37 -1.18 0.09 2.5074
C -2.343 -3.073 3.204 0.07 0.64 -0.70 0.0047
N 3.858 1.861 -0.054 -0.38 1.14 -0.04 0.0039
C 1.472 2.550 -0.072 -0.28 0.64 0.07 0.0200
C 1.219 -0.786 3.171 0.10 -0.09 -0.03 0.0755
O 3.521 -5.129 4.639 0.66 -0.29 -0.05 0.0213
H -1.380 4.956 -0.371 -0.12 -0.03 -0.04 -0.0004
O 4.120 -3.528 6.415 0.68 -0.17 0.05 0.0228
C 2.759 -1.411 4.922 -0.29 1.36 -0.14 0.0679
O 0.458 -2.048 -0.898 -0.32 0.23 1.18 0.0197
H 0.950 -2.623 -2.784 -0.02 0.04 0.16 0.0011
C -2.431 -3.967 4.296 -0.06 -0.26 0.31 0.0005
N -2.516 -4.678 5.189 0.00 -0.31 0.38 0.0024
N 4.432 0.665 -0.019 -0.46 -0.57 0.11 0.0060
H -2.778 0.202 2.478 -0.02 0.09 0.04 0.0003
C 2.833 -2.643 4.333 1.64 -0.91 0.12 0.2075
H -1.814 -4.594 1.791 0.01 -0.10 -0.02 -0.0001
C -0.789 2.894 -0.188 -0.24 0.07 0.08 0.0186
C 2.192 -2.995 3.172 -0.65 0.42 -0.97 0.0631
H -1.666 -3.028 -0.112 0.06 -0.04 0.00 0.0004
H 2.670 4.336 -0.193 0.13 -0.02 0.01 -0.0005
C -1.942 -0.317 -0.017 0.67 0.64 -0.85 0.0492
H 2.327 -3.976 2.749 0.08 -0.12 -0.12 0.0024
N 0.375 0.152 2.528 0.08 0.11 0.12 0.1181
C -2.525 -0.842 2.340 -0.02 -0.21 -0.61 0.0052
C -1.999 -3.541 1.932 -0.15 0.03 0.40 -0.0002
S 4.079 -3.869 5.026 -3.53 -0.69 1.75 0.0580
C -2.627 -1.716 3.399 0.08 -0.34 0.05 0.0007
C 1.351 -2.054 2.600 -0.04 -0.39 0.01 0.0153
C 1.670 3.930 -0.183 0.16 -0.64 0.07 -0.0039
N 0.662 4.768 -0.284 -0.07 0.40 -0.04 0.0158
O 5.116 -3.316 4.172 1.16 0.97 -1.25 0.4269
C 0.736 -1.786 -2.102 0.26 -0.40 -1.08 0.0208
N 2.315 0.265 0.068 -0.24 0.32 -0.14 0.0202
O 0.771 -0.621 -2.513 -0.01 0.60 -0.04 0.1275
C -2.139 -1.288 1.059 -0.28 -0.87 0.90 0.0142
H -2.204 -0.721 -1.005 -0.11 0.09 0.13 0.0231
H 1.841 0.513 4.772 -0.12 0.10 0.07 0.0002
C -1.911 -2.664 0.875 -0.08 0.62 -0.08 0.0068
C 3.505 -0.299 0.054 0.12 -0.08 0.02 0.0099
H 0.437 1.068 2.964 -0.05 -0.07 -0.02 0.0018
H -0.598 -0.161 2.562 0.17 0.01 0.06 0.0049
C 2.570 1.608 0.002 1.04 -0.80 -0.05 0.0070
N 0.221 2.023 -0.064 0.45 0.87 -0.38 0.0130
```
Forces are in eV/Å.

Q: Which formula does entry 3 have?
A: C21H18N4O3S2